1.
The following is a quantum chemistry calculation of an isolated ion of composition C4H11FP and charge +1 in a non-equilibrium geometry, from the Open Molecules 2025 dataset.

```
17
Properties=species:S:1:pos:R:3:mulliken_charge:R:1
C 2.10 -0.76 0.42 -0.855
P 1.13 0.93 0.40 0.220
C -0.08 0.77 -1.12 -0.631
C -1.19 -0.38 -0.76 -0.484
C -2.03 -0.14 0.62 -0.315
F -1.34 -0.81 1.78 -0.302
H 2.12 -1.22 -0.68 0.325
H 1.47 -1.49 1.13 0.313
H 3.21 -0.63 0.80 0.377
H 0.39 1.15 1.64 0.214
H 2.08 2.03 0.20 0.194
H -0.52 1.80 -1.46 0.403
H 0.60 0.32 -1.99 0.348
H -0.63 -1.43 -0.66 0.268
H -1.95 -0.45 -1.67 0.359
H -2.28 0.99 0.86 0.287
H -3.09 -0.68 0.49 0.280
```

Calculated values
HOMO energy (eV): -15.8
Lowest unoccupied orbital energy (Eh): -0.124
Relative energy (zero: lowest compared OMol25 entry of this formula, charge and spin) (kcal per mole): 21.92
Net charge: +1
Orbital gap (Eh): 0.4565
Energy (eV): -16323.3287

2.
The following is a quantum chemistry calculation of an isolated ion of composition C4H11IN3 and charge +1 in a non-equilibrium geometry, from the Open Molecules 2025 dataset.

```
19
Properties=species:S:1:pos:R:3:mulliken_charge:R:1
C 1.61 0.12 1.13 -0.584
C 0.16 -1.70 0.52 -0.521
C -0.69 0.78 -0.10 0.065
C -1.08 1.35 -1.41 -1.436
N 0.87 -1.05 1.53 -0.159
N 0.86 0.83 0.01 -0.252
N -1.00 -0.71 -0.04 -0.218
I -1.59 1.71 1.66 0.216
H 1.74 0.72 2.15 0.293
H 2.59 -0.01 0.76 0.328
H 0.77 -1.76 -0.40 0.387
H -0.18 -2.76 0.79 0.374
H -2.12 1.24 -1.50 0.488
H -0.59 0.82 -2.28 0.387
H -0.91 2.55 -1.56 0.356
H 0.97 -1.30 2.54 0.285
H 1.29 1.58 -0.31 0.181
H -1.09 -1.10 -1.00 0.390
H -1.88 -0.73 0.58 0.418
```

Calculated values
HOMO energy (eV): -12.9
SMILES string: C[C@]1(I)NCNC[NH2+]1
Lowest unoccupied orbital energy (Eh): -0.130
Relative energy (zero: lowest compared OMol25 entry of this formula, charge and spin) (kcal per mole): 37.64
Net charge: +1
Orbital gap (Eh): 0.3440
Energy (eV): -16888.9519

3.
The following is a quantum chemistry calculation of C4H11IOSi as an isolated structure in a non-equilibrium geometry, from the Open Molecules 2025 dataset.

```
18
Properties=species:S:1:pos:R:3:lowdin_spin:R:1
C 2.55 0.86 -0.73 0.003
C -2.30 0.48 0.83 0.026
C 1.30 1.22 0.03 0.010
C -0.52 -2.18 0.32 0.548
O 0.23 0.87 -0.86 0.064
Si -1.15 -0.09 -0.67 0.130
I -2.12 -3.60 0.17 1.135
H 2.73 1.74 -1.37 0.000
H 3.39 0.68 -0.03 0.000
H 2.39 -0.11 -1.32 0.002
H -1.85 0.02 1.73 0.002
H -2.21 1.63 0.75 0.002
H -3.37 0.30 0.78 0.003
H 1.30 2.32 0.27 0.001
H 1.15 0.61 0.90 0.009
H 0.34 -2.69 -0.10 0.022
H -0.33 -1.94 1.42 0.030
H -1.53 -0.13 -2.14 0.012
```

Calculated values
HOMO energy (alpha / beta) (eV): -4.7 / -9.4
Lowest unoccupied orbital energy (alpha / beta) (Eh): 0.030 / -0.109
Relative energy (zero: lowest compared OMol25 entry of this formula, charge and spin) (kcal per mole): 0.00
2S+1: 3
Orbital gap (alpha / beta) (Eh): 0.2021 / 0.2370
⟨S²⟩: 2.008
Energy (eV): -22347.4265

4.
The following is a quantum chemistry calculation of C4H11LuO2 as an isolated structure in a non-equilibrium geometry, from the Open Molecules 2025 dataset.

```
18
Properties=species:S:1:pos:R:3:lowdin_spin:R:1
H -2.33 0.63 1.00 0.004
O -3.06 0.81 1.62 0.006
C -2.59 0.60 2.94 0.000
H -1.70 1.21 3.16 0.000
H -3.39 0.87 3.63 0.000
H -2.32 -0.46 3.11 0.000
C 2.27 -0.60 -2.82 0.007
O 1.17 -0.31 -1.99 0.092
C 1.42 -0.34 -0.57 0.018
C 0.14 0.05 0.12 0.138
Lu -1.15 -0.07 -1.98 0.728
H 1.89 -0.62 -3.85 0.002
H 3.03 0.19 -2.71 0.000
H 2.71 -1.57 -2.58 0.000
H 2.03 0.57 -0.19 0.003
H 1.88 -1.30 -0.29 0.002
H 0.16 1.07 0.54 0.000
H -0.17 -0.72 0.85 -0.001
```

Calculated values
HOMO energy (alpha / beta) (eV): -11.4 / -13.1
Lowest unoccupied orbital energy (alpha / beta) (Eh): -0.153 / -0.220
Relative energy (zero: lowest compared OMol25 entry of this formula, charge and spin) (kcal per mole): 0.00
Net charge: +1
2S+1: 2
Orbital gap (alpha / beta) (Eh): 0.2675 / 0.2626
⟨S²⟩: 0.754
Energy (eV): -42031.0771

5.
The following is a quantum chemistry calculation of an isolated ion of composition C4H11N2 and charge +1 in a non-equilibrium geometry, from the Open Molecules 2025 dataset.

```
17
Properties=species:S:1:pos:R:3:mulliken_charge:R:1
C 1.71 -0.17 -0.29 -0.526
C 0.45 -0.75 -0.87 -0.586
C -0.67 -1.09 0.13 -0.457
C -1.76 -0.42 0.48 -0.216
N -2.11 0.88 0.14 -0.453
N 1.32 1.04 0.61 -0.231
H 2.17 -0.87 0.41 0.324
H 2.52 0.15 -0.94 0.383
H 0.05 -0.12 -1.67 0.326
H 0.76 -1.74 -1.23 0.319
H -0.55 -2.12 0.42 0.316
H -2.56 -0.97 0.96 0.379
H -1.89 1.30 -0.76 0.217
H 2.02 1.16 1.35 0.360
H -3.07 1.14 0.33 0.257
H 0.39 0.77 0.95 0.237
H 1.21 1.82 -0.01 0.349
```

Calculated values
HOMO energy (eV): -12.6
SMILES string: N/C=C\CC[NH3+]
Lowest unoccupied orbital energy (Eh): -0.125
Relative energy (zero: lowest compared OMol25 entry of this formula, charge and spin) (kcal per mole): 33.80
Net charge: +1
Orbital gap (Eh): 0.3374
Energy (eV): -7299.4821

6.
The following is a quantum chemistry calculation of an isolated ion of composition C4H11N2 and charge +1, from the Open Molecules 2025 dataset.

```
17
Properties=species:S:1:pos:R:3:mulliken_charge:R:1
C 0.51 1.51 -1.57 -1.110
C 1.34 0.73 -0.56 -0.179
C 0.69 0.51 0.80 -0.819
N -0.60 -0.22 0.66 -0.160
C -0.72 -1.48 0.92 0.257
N -1.88 -2.14 0.84 -0.324
H 1.07 2.29 -2.07 0.318
H 0.06 0.89 -2.33 0.323
H -0.34 2.04 -1.10 0.311
H 1.59 -0.24 -0.98 0.282
H 2.30 1.20 -0.36 0.335
H 1.34 -0.11 1.42 0.368
H 0.41 1.45 1.26 0.318
H -1.30 0.30 0.13 0.258
H 0.15 -2.02 1.25 0.321
H -1.89 -3.15 0.82 0.258
H -2.72 -1.58 0.86 0.243
```

Calculated values
HOMO energy (eV): -15.2
SMILES string: CCCNC=[NH2+]
Lowest unoccupied orbital energy (Eh): -0.135
Relative energy (zero: lowest compared OMol25 entry of this formula, charge and spin) (kcal per mole): 12.17
Net charge: +1
Orbital gap (Eh): 0.4234
Energy (eV): -7300.4203

7.
The following is a quantum chemistry calculation of a 2-piece molecular cluster, C4H11N2 overall in a non-equilibrium geometry, from the Open Molecules 2025 dataset.

```
17
Properties=species:S:1:pos:R:3:mulliken_charge:R:1
C 0.88 1.28 -0.20 -0.403
C -0.56 1.27 0.32 -0.534
C 0.84 -0.30 -0.27 -0.102
C -1.72 -0.82 -0.08 -0.986
N 1.83 -1.08 0.30 -0.398
N -0.55 -0.22 0.48 -0.074
H 0.84 1.69 -1.22 0.209
H 1.67 1.85 0.25 0.362
H -0.73 1.65 1.28 0.366
H -1.27 1.55 -0.47 0.297
H 0.65 -0.86 -1.71 0.313
H -2.56 -0.39 0.41 0.403
H -1.67 -0.34 -1.09 0.363
H -1.76 -1.85 -0.33 0.371
H 2.34 -0.89 1.10 0.190
H 2.07 -1.92 -0.13 0.197
H -0.28 -0.60 1.40 0.426
```

Calculated values
HOMO energy (eV): -14.5
Lowest unoccupied orbital energy (Eh): -0.121
Relative energy (zero: lowest compared OMol25 entry of this formula, charge and spin) (kcal per mole): 88.45
Net charge: +1
Orbital gap (Eh): 0.4109
Energy (eV): -7297.1124

8.
The following is a quantum chemistry calculation of an isolated ion of composition C4H11N2 and charge +1 in a non-equilibrium geometry, from the Open Molecules 2025 dataset.

```
17
Properties=species:S:1:pos:R:3:mulliken_charge:R:1
C -0.67 0.98 -0.22 -0.320
C -0.76 -0.42 -0.90 -0.437
C -0.74 1.06 2.19 -0.792
C 1.63 -1.03 -0.81 -0.813
N 0.00 0.77 1.04 -0.173
N 0.37 -1.05 -1.65 -0.077
H -0.14 1.77 -0.87 0.311
H -1.75 1.35 0.06 0.369
H -1.28 -1.21 -0.23 0.280
H -0.72 0.23 2.87 0.297
H -0.59 1.94 2.76 0.307
H -1.83 1.30 1.90 0.239
H 2.16 -0.17 -1.15 0.354
H 1.50 -0.77 0.26 0.316
H 2.13 -1.95 -0.97 0.386
H 0.10 -2.03 -1.68 0.387
H 0.59 -0.77 -2.61 0.366
```

Calculated values
HOMO energy (alpha / beta) (eV): -13.6 / -13.7
Lowest unoccupied orbital energy (alpha / beta) (Eh): -0.190 / -0.163
Relative energy (zero: lowest compared OMol25 entry of this formula, charge and spin) (kcal per mole): 137.43
Net charge: +1
Orbital gap (alpha / beta) (Eh): 0.3086 / 0.3419
Energy (eV): -7294.9887

9.
The following is a quantum chemistry calculation of an isolated ion of composition C4H11N2 and charge +1 in a non-equilibrium geometry, from the Open Molecules 2025 dataset.

```
17
Properties=species:S:1:pos:R:3:mulliken_charge:R:1
C 1.86 1.01 -0.65 -1.081
C 0.91 1.60 0.40 -0.419
C -0.06 0.51 0.95 -0.676
N -1.75 -2.39 -0.49 -0.306
C -1.47 -1.30 0.21 0.129
N -0.69 -0.31 -0.14 -0.184
H 1.42 0.28 -1.31 0.343
H 2.36 1.79 -1.23 0.331
H 2.70 0.45 -0.21 0.308
H 0.31 2.30 -0.18 0.296
H 1.38 2.03 1.27 0.333
H -0.91 0.78 1.58 0.423
H 0.58 -0.18 1.50 0.353
H -2.67 -2.75 -0.66 0.266
H -1.06 -2.78 -1.13 0.272
H -2.03 -1.19 1.15 0.303
H -0.86 0.15 -1.03 0.310
```

Calculated values
HOMO energy (eV): -15.2
SMILES string: CCC/[NH+]=C/N
Lowest unoccupied orbital energy (Eh): -0.175
Relative energy (zero: lowest compared OMol25 entry of this formula, charge and spin) (kcal per mole): 37.27
Net charge: +1
Orbital gap (Eh): 0.3857
Energy (eV): -7299.3320

10.
The following is a quantum chemistry calculation of a 2-piece molecular cluster, C4H11N2 overall in a non-equilibrium geometry, from the Open Molecules 2025 dataset.

```
17
Properties=species:S:1:pos:R:3:mulliken_charge:R:1
C -0.41 -0.89 -2.03 -0.832
C 1.37 0.69 -1.62 -0.060
N 0.43 -0.06 -1.15 0.070
H -1.43 -0.90 -1.65 0.287
H 0.02 -1.88 -1.99 0.342
H -0.42 -0.49 -3.08 0.364
H 1.74 0.55 -2.62 0.312
H 1.78 1.46 -0.93 0.186
H 0.33 -0.12 -0.04 0.429
C 0.37 0.82 2.14 -0.656
C -1.37 -0.64 1.58 -0.318
N -0.14 -0.32 1.38 -0.463
H 1.01 0.42 2.93 0.264
H -0.44 1.45 2.55 0.328
H 0.96 1.40 1.43 0.150
H -1.65 -1.54 1.08 0.365
H -2.14 0.01 2.02 0.234
```

Calculated values
HOMO energy (eV): -14.7
Lowest unoccupied orbital energy (Eh): -0.168
Relative energy (zero: lowest compared OMol25 entry of this formula, charge and spin) (kcal per mole): 64.46
Net charge: +1
Orbital gap (Eh): 0.3711
Energy (eV): -7298.1530

11.
The following is a quantum chemistry calculation of a 2-piece molecular cluster, C4H11N2 overall in a non-equilibrium geometry, from the Open Molecules 2025 dataset.

```
17
Properties=species:S:1:pos:R:3:mulliken_charge:R:1
C 0.85 1.00 0.16 0.231
C -0.59 0.64 -0.07 0.633
C 1.98 0.02 0.42 -1.208
C -2.00 0.61 0.43 -1.025
N -0.37 -1.77 -0.24 -0.568
N 0.13 0.59 -1.12 -0.268
H 1.05 2.13 0.19 0.373
H 2.29 -0.21 -0.68 0.323
H 1.63 -0.90 0.84 0.242
H 2.82 0.49 0.90 0.376
H -1.94 1.49 1.13 0.325
H -2.18 -0.23 1.03 0.341
H -2.90 0.80 -0.27 0.318
H 0.20 -1.92 0.60 0.220
H -1.24 -2.19 -0.40 0.214
H 0.01 0.96 -2.03 0.234
H 0.24 -1.50 -0.88 0.241
```

Calculated values
HOMO energy (eV): -14.0
Lowest unoccupied orbital energy (Eh): -0.167
Relative energy (zero: lowest compared OMol25 entry of this formula, charge and spin) (kcal per mole): 105.30
Net charge: +1
Orbital gap (Eh): 0.3492
Energy (eV): -7296.3819

12.
The following is a quantum chemistry calculation of a 2-piece molecular cluster, C4H11N2 overall, from the Open Molecules 2025 dataset.

```
17
Properties=species:S:1:pos:R:3:mulliken_charge:R:1
C 0.80 0.24 -1.62 -1.012
C 0.49 0.96 -0.52 -0.022
N 0.85 0.68 0.78 -0.174
C 0.95 1.81 1.72 -0.888
H 1.57 -0.52 -1.59 0.334
H 0.37 0.53 -2.57 0.360
H -0.17 1.81 -0.61 0.279
H 1.64 0.05 0.84 0.259
H 1.73 2.52 1.43 0.336
H 0.00 2.34 1.78 0.322
H 1.17 1.39 2.70 0.302
C -1.56 -2.50 -0.06 -0.106
N -1.61 -1.43 -0.73 -0.077
H -0.59 -2.83 0.32 0.275
H -2.45 -3.09 0.13 0.279
H -2.48 -1.07 -1.11 0.272
H -0.71 -0.89 -0.90 0.260
```

Calculated values
HOMO energy (eV): -12.3
Lowest unoccupied orbital energy (Eh): -0.186
Relative energy (zero: lowest compared OMol25 entry of this formula, charge and spin) (kcal per mole): 54.59
Net charge: +1
Orbital gap (Eh): 0.2655
Energy (eV): -7298.5807

13.
The following is a quantum chemistry calculation of an isolated ion of composition C4H11N2 and charge +1 in a non-equilibrium geometry, from the Open Molecules 2025 dataset.

```
17
Properties=species:S:1:pos:R:3:mulliken_charge:R:1
C -1.97 1.25 -0.37 -0.581
C -1.73 -0.02 -0.18 -0.116
C 1.42 1.13 -0.72 -0.670
C -0.09 -0.54 0.58 -0.175
N -0.15 -1.88 0.88 -0.598
N 0.98 -0.23 -0.47 -0.222
H -2.92 1.65 -0.79 0.292
H -1.22 2.01 0.10 0.199
H -2.31 -0.91 -0.58 0.280
H 2.03 1.02 -1.62 0.349
H 0.51 1.73 -0.72 0.198
H 1.98 1.65 0.06 0.315
H 0.07 0.32 1.33 0.401
H -1.15 -2.10 0.90 0.284
H 0.21 -2.18 1.76 0.259
H 0.71 -0.70 -1.33 0.391
H 1.79 -0.84 -0.04 0.394
```

Calculated values
HOMO energy (eV): -14.8
SMILES string: C=C[C@@H](N)[NH2+]C
Lowest unoccupied orbital energy (Eh): -0.116
Relative energy (zero: lowest compared OMol25 entry of this formula, charge and spin) (kcal per mole): 78.52
Net charge: +1
Orbital gap (Eh): 0.4258
Energy (eV): -7297.5430